Record 1
{
  "formula": "C18H17ClN4O2",
  "method": "the ωB97M-V functional and the def2-TZVPD basis",
  "smiles": "Cc1c(NC(=O)Nc2cccc(Cl)c2)c(=O)n(-c2ccccc2)n1C",
  "charge": 0,
  "lumo_energy_ha": 0.012,
  "homo_lumo_gap_ha": 0.3036,
  "relative_energy_ev": 0.000,
  "e_homo_ha": -0.2913,
  "species": ["C", "C", "C", "N", "C", "O", "N", "C", "C", "C", "C", "C", "Cl", "C", "C", "O", "N", "C", "C", "C", "C", "C", "C", "N", "C", "H", "H", "H", "H", "H", "H", "H", "H", "H", "H", "H", "H", "H", "H", "H", "H", "H"],
  "positions_angstrom": [[-1.0616, 4.4003, -0.1970], [-0.1344, 3.2588, 0.0250], [-0.4107, 1.9256, 0.1773], [-1.6929, 1.3929, 0.1454], [-2.2331, 0.1225, -0.0229], [-3.4361, 0.0461, -0.1769], [-1.3526, -0.9050, 0.0210], [-1.6238, -2.2608, -0.1120], [-0.5484, -3.1421, 0.0183], [-0.7437, -4.5022, -0.1089], [-2.0047, -5.0151, -0.3678], [-3.0634, -4.1322, -0.4956], [-4.6456, -4.7522, -0.8193], [-2.8957, -2.7649, -0.3726], [0.8528, 1.2505, 0.4046], [1.1205, 0.0597, 0.5607], [1.8025, 2.2475, 0.3890], [3.1891, 2.0399, 0.3025], [3.7962, 1.1194, 1.1489], [5.1588, 0.9032, 1.0549], [5.9199, 1.6082, 0.1374], [5.3108, 2.5217, -0.7068], [3.9468, 2.7356, -0.6354], [1.2283, 3.4725, 0.0830], [1.7753, 4.6522, 0.7173], [-1.2318, 4.9530, 0.7280], [-0.6466, 5.0858, -0.9331], [-2.0203, 4.0449, -0.5649], [-2.4235, 2.0913, 0.0958], [-0.3701, -0.6862, 0.2288], [0.4350, -2.7445, 0.2200], [0.0936, -5.1760, -0.0059], [-2.1643, -6.0765, -0.4682], [-3.7322, -2.0939, -0.4725], [3.1966, 0.5708, 1.8562], [5.6287, 0.1836, 1.7078], [6.9842, 1.4411, 0.0739], [5.8971, 3.0637, -1.4337], [3.4646, 3.4229, -1.3148], [2.8612, 4.5870, 0.7172], [1.4272, 4.7570, 1.7501], [1.4745, 5.5294, 0.1483]]
}

***

Record 2
{
  "formula": "C40H41AuIN2O5P2",
  "method": "the ωB97M-V functional and the def2-TZVPD basis",
  "charge": 1,
  "lumo_energy_ha": [-0.180, -0.180],
  "homo_lumo_gap_ha": [0.2034, 0.2034],
  "e_homo_ha": [-0.3831, -0.3831],
  "species": ["Au", "C", "C", "C", "C", "C", "C", "P", "C", "C", "C", "C", "C", "C", "C", "C", "C", "C", "C", "C", "C", "C", "C", "C", "H", "H", "H", "H", "H", "H", "H", "H", "H", "H", "H", "H", "H", "H", "H", "H", "I", "C", "C", "C", "C", "C", "C", "C", "O", "O", "H", "H", "H", "H", "C", "C", "O", "P", "O", "C", "C", "O", "C", "C", "H", "H", "H", "H", "H", "H", "H", "H", "H", "H", "H", "H", "H", "H", "H", "N", "C", "C", "C", "N", "C", "C", "H", "H", "H", "H", "H", "H"],
  "positions_angstrom": [[0.0462, 0.1790, -0.0345], [-4.0304, -5.5303, 0.4068], [-3.2766, -5.5120, -0.7569], [-2.4668, -4.4294, -1.0481], [-2.4626, -3.3274, -0.1965], [-3.2317, -3.3418, 0.9665], [-4.0018, -4.4462, 1.2710], [-1.5669, -1.7795, -0.5838], [-0.9125, -2.1752, -2.2318], [-1.5289, -1.7531, -3.4035], [-1.0139, -2.1457, -4.6262], [0.1320, -2.9211, -4.6916], [0.7556, -3.3340, -3.5253], [0.2215, -2.9828, -2.3001], [-2.9618, -0.6466, -0.8311], [-4.1416, -1.1682, -1.3185], [-5.2532, -0.3468, -1.5118], [-5.2000, 0.9742, -1.1582], [-4.0177, 1.5424, -0.6427], [-3.9463, 2.9040, -0.2800], [-2.7751, 3.4438, 0.1694], [-1.6237, 2.6423, 0.2760], [-1.6561, 1.3122, -0.0403], [-2.8541, 0.7265, -0.4992], [-4.6405, -6.3881, 0.6404], [-3.3260, -6.3386, -1.4496], [-1.8774, -4.4226, -1.9532], [-3.2362, -2.4686, 1.6024], [-4.5891, -4.4589, 2.1762], [-2.4127, -1.1335, -3.3575], [-1.5121, -1.8386, -5.5333], [0.5396, -3.2075, -5.6489], [1.6573, -3.9260, -3.5622], [0.6924, -3.3370, -1.3951], [-4.2219, -2.2169, -1.5651], [-6.1544, -0.7689, -1.9265], [-6.0711, 1.6022, -1.2663], [-4.8313, 3.5161, -0.3755], [-2.7139, 4.4901, 0.4310], [-0.7052, 3.1030, 0.6081], [1.8835, -7.0749, 3.4819], [2.1008, -5.3889, 2.2229], [1.0002, -4.5758, 2.0021], [1.1429, -3.4513, 1.2100], [2.3674, -3.1550, 0.6317], [3.4645, -3.9761, 0.8493], [3.3289, -5.0964, 1.6542], [2.4845, -1.9102, -0.2619], [3.1315, -2.0030, -1.2863], [1.8661, -0.9140, 0.2088], [0.0425, -4.8197, 2.4385], [0.2960, -2.7919, 1.0455], [4.4188, -3.7538, 0.3955], [4.1745, -5.7450, 1.8263], [-1.3586, 2.2352, 4.7611], [0.1226, 1.9001, 4.7311], [0.3770, 0.6158, 4.1968], [0.3918, 0.1050, 2.6361], [1.5043, -1.0135, 2.8787], [2.8375, -0.6836, 3.2600], [3.2842, -1.6630, 4.3309], [-0.8908, -0.8502, 2.5094], [-1.2445, -1.7821, 3.5428], [-2.5698, -1.3745, 4.1608], [-1.5133, 3.1743, 5.2866], [-1.9045, 1.4530, 5.2853], [-1.7463, 2.3150, 3.7468], [0.5228, 1.8592, 5.7493], [0.6807, 2.6578, 4.1723], [2.8785, 0.3358, 3.6546], [3.4661, -0.7451, 2.3670], [2.5950, -1.6227, 5.1716], [4.2790, -1.4008, 4.6758], [3.2996, -2.6751, 3.9371], [-0.4577, -1.8159, 4.2986], [-1.3109, -2.7660, 3.0668], [-2.4555, -0.4276, 4.6773], [-2.9017, -2.1294, 4.8680], [-3.3231, -1.2459, 3.3866], [0.7191, 0.9734, -6.4366], [0.5994, 0.8402, -5.1018], [-0.4944, 1.3793, -4.4025], [-0.5625, 1.2213, -3.0426], [0.3572, 0.5692, -2.3391], [1.3928, 0.0335, -2.9835], [1.5485, 0.1353, -4.3444], [0.1162, 1.6094, -6.9283], [1.5801, 0.7191, -6.8894], [-1.2666, 1.9187, -4.9245], [-1.3764, 1.6439, -2.4751], [2.1257, -0.4835, -2.3846], [2.4068, -0.3123, -4.8211]]
}

***

Record 3
{
  "formula": "C60H47N5O36",
  "method": "the ωB97M-V functional and the def2-TZVPD basis",
  "smiles": "N#CO[C@](C#N)(CCC(=O)O)[C@](C#N)(CN)CCC(N)=O.O=C1C=C(O)C(=O)C=C1O.O=C1C=C(O)C(=O)C=C1O.O=C1C=C(O)C(=O)C=C1O.O=C1C=C(O)C(=O)C=C1O.O=C1C=C(O)C(=O)C=C1O.O=C1C=C(O)C(=O)C=C1O.O=C1C=C(O)C(=O)C=C1O.O=C1C=C(O)C(=O)C=C1O",
  "charge": 0,
  "lumo_energy_ha": -0.073,
  "homo_lumo_gap_ha": 0.2807,
  "e_homo_ha": -0.3539,
  "species": ["N", "C", "O", "C", "C", "N", "C", "C", "C", "O", "O", "C", "C", "N", "C", "N", "C", "C", "C", "N", "O", "H", "H", "H", "H", "H", "H", "H", "H", "H", "H", "H", "H", "H", "H", "H", "O", "C", "C", "C", "O", "C", "O", "C", "C", "O", "H", "H", "H", "H", "O", "C", "C", "C", "O", "C", "O", "C", "C", "O", "H", "H", "H", "H", "O", "C", "C", "C", "O", "C", "O", "C", "C", "O", "H", "H", "H", "H", "O", "C", "C", "C", "O", "C", "O", "C", "C", "O", "H", "H", "H", "H", "O", "C", "C", "C", "O", "C", "O", "C", "C", "O", "H", "H", "H", "H", "O", "C", "C", "C", "O", "C", "O", "C", "C", "O", "H", "H", "H", "H", "O", "C", "C", "C", "O", "C", "O", "C", "C", "O", "H", "H", "H", "H", "O", "C", "C", "C", "O", "C", "O", "C", "C", "O", "H", "H", "H", "H"],
  "positions_angstrom": [[5.7222, 0.9109, -0.3551], [5.3005, -0.0753, -0.8023], [4.7352, -0.9602, -1.5468], [3.5109, -1.5877, -0.9929], [3.5641, -1.3306, 0.4711], [3.3288, -0.9920, 1.5528], [3.7136, -3.0970, -1.1940], [3.3833, -3.9738, 0.0275], [3.2741, -5.4653, -0.2954], [3.0802, -6.2340, 0.5991], [3.4057, -5.8885, -1.5814], [2.2578, -0.9196, -1.6723], [2.7860, -0.0814, -2.7744], [3.2187, 0.5730, -3.6215], [1.5718, 0.1510, -0.7510], [0.6566, -0.3291, 0.2535], [1.2771, -1.8743, -2.3767], [0.5300, -2.9011, -1.5215], [-0.9759, -2.6963, -1.4777], [-1.5739, -1.6038, -2.1769], [-1.6502, -3.4566, -0.8343], [3.2461, -3.5096, -2.0781], [4.7827, -3.2341, -1.3372], [2.4492, -3.7025, 0.5059], [4.1582, -3.9035, 0.7785], [4.1782, -5.4590, -1.9638], [0.9854, 0.7462, -1.4451], [2.3142, 0.8351, -0.3544], [-0.2757, -0.4319, -0.1033], [0.9479, -1.1656, 0.7287], [0.6187, -1.2613, -2.9765], [1.8645, -2.4302, -3.1015], [0.8368, -2.9579, -0.4874], [0.6402, -3.8897, -1.9569], [-1.8418, -0.9027, -1.4972], [-2.4574, -1.9243, -2.5461], [-4.6413, -4.9878, -1.9948], [-4.4444, -6.1855, -2.0496], [-5.5113, -7.1755, -1.9903], [-5.2184, -8.4800, -2.0435], [-6.1522, -9.4250, -1.9955], [-3.8050, -8.9691, -2.1618], [-3.6107, -10.1695, -2.1876], [-2.7405, -7.9820, -2.2443], [-3.0313, -6.6748, -2.1934], [-2.0999, -5.7341, -2.2652], [-6.5258, -6.8131, -1.9038], [-5.6738, -10.2731, -2.0498], [-1.7279, -8.3459, -2.3456], [-2.5702, -4.8802, -2.1928], [-4.5786, 5.2079, -3.5235], [-4.3083, 4.0308, -3.4061], [-3.7267, 3.2281, -4.4762], [-3.4677, 1.9300, -4.2787], [-2.9278, 1.1596, -5.2190], [-3.7675, 1.2570, -2.9732], [-3.5334, 0.0661, -2.8566], [-4.3236, 2.0654, -1.9014], [-4.5780, 3.3628, -2.0915], [-5.0837, 4.1291, -1.1224], [-3.5168, 3.7231, -5.4136], [-2.8338, 0.2777, -4.8186], [-4.5196, 1.5753, -0.9579], [-5.1752, 5.0215, -1.5122], [7.7856, -3.5441, 0.5294], [8.7894, -2.8736, 0.7032], [9.9046, -2.8665, -0.2302], [10.9866, -2.1218, 0.0263], [12.0328, -2.0768, -0.7903], [11.0905, -1.2821, 1.2650], [12.1107, -0.6449, 1.4466], [9.9654, -1.2722, 2.1826], [8.8841, -2.0139, 1.9272], [7.8297, -2.0403, 2.7391], [9.8193, -3.4769, -1.1179], [12.6708, -1.4698, -0.3710], [10.0455, -0.6523, 3.0639], [7.1922, -2.6512, 2.3296], [-10.7843, 0.7818, -3.4723], [-10.1337, 1.6157, -2.8741], [-8.9747, 1.2917, -2.0541], [-8.3171, 2.2643, -1.4116], [-7.2521, 2.0267, -0.6529], [-8.7411, 3.7015, -1.5053], [-8.1097, 4.5330, -0.8808], [-9.8849, 4.0278, -2.3429], [-10.5411, 3.0557, -2.9885], [-11.5897, 3.2973, -3.7667], [-8.6796, 0.2537, -1.9917], [-6.9755, 2.8986, -0.3116], [-10.1712, 5.0673, -2.4164], [-11.8749, 2.4290, -4.1070], [-3.1830, 5.6279, 5.8055], [-3.5334, 5.7852, 4.6529], [-4.3636, 4.8333, 3.9281], [-4.6962, 5.0704, 2.6537], [-5.4506, 4.2379, 1.9423], [-4.2340, 6.3020, 1.9338], [-4.5612, 6.4436, 0.7727], [-3.4212, 7.2652, 2.6642], [-3.0919, 7.0285, 3.9383], [-2.3528, 7.8806, 4.6578], [-4.6892, 3.9489, 4.4570], [-5.5322, 4.6413, 1.0565], [-3.1076, 8.1570, 2.1396], [-2.2562, 7.4776, 5.5424], [-2.4349, -3.0263, -4.5042], [-2.2135, -3.4752, -5.6151], [-1.3100, -4.5863, -5.8583], [-1.0967, -5.0131, -7.1099], [-0.2834, -6.0222, -7.3897], [-1.7690, -4.3699, -8.2886], [-1.5178, -4.7933, -9.3983], [-2.6948, -3.2729, -8.0383], [-2.9090, -2.8528, -6.7870], [-3.7506, -1.8634, -6.4972], [-0.8298, -5.0390, -5.0013], [-0.3069, -6.1242, -8.3597], [-3.1892, -2.8298, -8.8909], [-3.7283, -1.7744, -5.5271], [13.9795, -4.4085, 8.0176], [13.2444, -4.2695, 7.0601], [12.0964, -5.1264, 6.7991], [11.3416, -4.9213, 5.7134], [10.2819, -5.6715, 5.4283], [11.6444, -3.8227, 4.7378], [10.9289, -3.7013, 3.7608], [12.7768, -2.9515, 5.0089], [13.5304, -3.1542, 6.0969], [14.5740, -2.3898, 6.3948], [11.8895, -5.9157, 7.5075], [9.9190, -5.3158, 4.5966], [12.9747, -2.1526, 4.3069], [14.9409, -2.7504, 7.2233], [-5.9645, 13.4047, 7.6836], [-5.1472, 12.5697, 7.3475], [-5.4235, 11.5217, 6.3767], [-4.4762, 10.6272, 6.0679], [-4.6704, 9.6565, 5.1842], [-3.1170, 10.6632, 6.7025], [-2.3072, 9.8082, 6.3964], [-2.8332, 11.7279, 7.6551], [-3.7789, 12.6244, 7.9604], [-3.5732, 13.6151, 8.8219], [-6.4059, 11.5027, 5.9268], [-3.8257, 9.1628, 5.1429], [-1.8459, 11.7563, 8.0935], [-4.4120, 14.1109, 8.8619]]
}

***

Record 4
{
  "formula": "C5H12O",
  "method": "the ωB97M-V functional and the def2-TZVPD basis",
  "smiles": "C=CCC.CO",
  "charge": 0,
  "lumo_energy_ha": 0.038,
  "homo_lumo_gap_ha": 0.4006,
  "relative_energy_ev": 1.356,
  "e_homo_ha": -0.3627,
  "species": ["C", "C", "C", "C", "H", "H", "H", "H", "H", "H", "H", "H", "C", "O", "H", "H", "H", "H"],
  "positions_angstrom": [[0.5076, -1.6217, -0.0894], [-0.7478, -1.2293, 0.1241], [-1.5768, -0.4150, -0.8315], [-2.3443, 0.7103, -0.1344], [1.0560, -2.2217, 0.6318], [1.0362, -1.3555, -1.0039], [-1.2420, -1.5210, 1.0534], [-0.9324, -0.0064, -1.6205], [-2.2941, -1.0821, -1.3303], [-3.0035, 0.3076, 0.6436], [-2.9675, 1.2636, -0.8445], [-1.6618, 1.4226, 0.3430], [2.6146, 1.1424, 0.3423], [2.0254, 0.4858, 1.4426], [2.7030, 2.2218, 0.5271], [2.0404, 1.0066, -0.5845], [3.6217, 0.7444, 0.1693], [1.1653, 0.1478, 1.1618]]
}

***

Question: Number 1 is which compound?
Answer: C18H17ClN4O2

***

Question: What is the charge in the third record?
Answer: 0